Here is a structure of composition C36H45N5O4PS2Ti from the OMol25 dataset. Energies are from ωB97M-V with the def2-TZVPD basis set.

Computed properties:
HOMO energy = -10.2253 eV
Gap between HOMO and LUMO = 7.67 eV
Electronic energy = -107777.223 eV
Energy above the lowest of the compared OMol25 structures with the same formula, charge and spin = 0.2657 eV
LUMO energy = -2.55 eV

```
! wB97M-V def2-TZVPD RIJCOSX def2/J DEFGRID3
* xyz 1 1
Ti 0.02 -0.56 1.39
O -3.59 0.60 2.20
S -2.28 0.86 1.70
O -1.83 -0.05 0.59
O -1.18 0.77 2.70
C -2.20 2.49 1.05
C -3.28 3.34 1.25
C -3.21 4.64 0.78
C -2.07 5.08 0.13
C -0.99 4.23 -0.05
C -1.04 2.91 0.41
P 0.42 1.81 0.20
C 0.54 1.64 -1.60
C -0.63 1.59 -2.36
C -0.57 1.36 -3.72
C 0.66 1.18 -4.34
C 1.82 1.21 -3.59
C 1.77 1.43 -2.22
C 1.76 2.89 0.78
C 2.54 3.71 -0.03
C 3.52 4.51 0.53
C 3.72 4.52 1.90
C 2.92 3.72 2.72
C 1.95 2.91 2.16
H -4.16 2.97 1.76
H -4.05 5.31 0.93
H -2.01 6.10 -0.23
H -0.10 4.59 -0.55
H -1.59 1.73 -1.88
H -1.48 1.33 -4.30
H 0.70 1.01 -5.41
H 2.78 1.05 -4.07
H 2.68 1.41 -1.65
H 2.39 3.73 -1.11
H 4.13 5.14 -0.11
H 4.48 5.15 2.34
H 3.06 3.73 3.79
H 1.33 2.30 2.80
N -0.75 -2.40 2.29
C 0.05 -2.88 3.45
C 1.39 -2.17 3.50
N 1.17 -0.72 3.26
H -1.73 -2.28 2.56
H -0.78 -3.09 1.54
H 0.20 -3.96 3.40
H -0.52 -2.67 4.35
H 2.04 -2.54 2.72
H 1.87 -2.35 4.47
H 2.05 -0.22 3.30
H 0.57 -0.35 3.99
O -3.03 -0.06 5.66
C -2.30 -0.72 5.13
C 3.77 0.39 0.87
C 4.15 -0.83 0.03
C 4.41 -2.08 0.88
C 3.17 -1.18 -1.08
C 3.70 -1.31 -2.36
C 2.93 -1.74 -3.43
C 1.61 -2.08 -3.22
C 1.03 -1.97 -1.96
C -0.38 -2.46 -1.71
C -0.29 -3.86 -1.08
C -1.27 -2.51 -2.95
C 1.81 -1.48 -0.89
N 1.14 -1.23 0.32
H 3.86 1.31 0.30
H 4.43 0.47 1.74
H 2.74 0.32 1.23
H 5.09 -0.59 -0.46
H 3.48 -2.46 1.30
H 5.10 -1.87 1.70
H 4.83 -2.88 0.27
H 4.75 -1.08 -2.52
H 3.37 -1.82 -4.42
H 1.02 -2.45 -4.05
H -0.86 -1.78 -1.00
H 0.13 -4.56 -1.79
H -1.28 -4.21 -0.78
H 0.37 -3.85 -0.21
H -0.95 -3.28 -3.65
H -1.27 -1.55 -3.48
H -2.29 -2.73 -2.64
S -3.64 -3.33 0.96
C -4.64 -2.42 -0.02
N -5.18 -1.23 0.29
C -5.93 -0.65 -0.82
C -6.05 -1.84 -1.79
N -5.05 -2.76 -1.26
H -4.84 -0.70 1.07
H -5.38 0.18 -1.28
H -6.90 -0.28 -0.50
H -5.82 -1.56 -2.81
H -7.05 -2.28 -1.76
H -4.98 -3.72 -1.55
*
```

Löwdin population analysis, charges in e, atoms 1 to 6: 0.816, -0.266, 0.508, -0.415, -0.418, -0.270